Computed, not measured: a cluster of 3 separate species, C32H49INO13PS in total in a non-equilibrium geometry, with ωB97M-V/def2-TZVPD.

Geometry as ORCA input:
```
! wB97M-V def2-TZVPD RIJCOSX def2/J DEFGRID3
* xyz -2 1
C -1.844 -2.214 5.141
C -2.323 -1.397 3.929
C -1.511 -0.104 3.739
C -0.118 -0.360 3.126
P 0.418 0.406 1.449
I -0.179 2.761 2.648
C 2.247 0.571 2.054
C 3.224 -0.464 1.493
C 3.201 -1.794 2.254
C 3.779 -2.974 1.440
C 2.723 -4.004 1.025
C 2.458 -5.029 2.118
O 1.736 -6.173 1.670
C 0.385 -5.901 1.358
C 0.992 1.337 -0.230
O 1.542 0.543 -1.024
O 0.900 2.562 -0.319
O 0.670 -1.180 0.766
C -0.357 -1.753 0.016
C 0.207 -2.200 -1.331
N -0.822 -2.929 0.826
C -1.552 -0.714 -0.049
S -1.674 0.047 -1.753
C -2.950 -1.301 0.255
C -3.443 -2.532 -0.529
C -4.498 -2.225 -1.613
C -5.926 -2.441 -1.083
C -4.284 -3.085 -2.868
O -1.291 0.260 0.886
H -0.769 -2.057 5.302
H -2.351 -1.880 6.056
H -2.007 -3.291 5.023
H -3.378 -1.130 4.090
H -2.265 -2.012 3.025
H -1.384 0.322 4.748
H -2.060 0.642 3.166
H 0.647 -0.047 3.842
H -0.016 -1.451 3.020
H 2.557 1.570 1.722
H 2.332 0.568 3.147
H 4.249 -0.056 1.575
H 3.042 -0.635 0.426
H 3.770 -1.683 3.185
H 2.153 -2.014 2.490
H 4.246 -2.573 0.530
H 4.583 -3.473 1.999
H 1.796 -3.464 0.790
H 3.020 -4.543 0.115
H 3.399 -5.411 2.528
H 1.900 -4.560 2.946
H -0.029 -5.121 2.015
H 0.254 -5.570 0.317
H -0.181 -6.828 1.503
H 0.526 -1.345 -1.923
H 1.080 -2.837 -1.131
H -0.537 -2.797 -1.884
H -0.031 -3.144 1.426
H -0.993 -3.737 0.236
H -2.487 1.031 -1.355
H -3.004 -1.439 1.332
H -3.655 -0.493 0.010
H -2.619 -3.079 -0.986
H -3.902 -3.226 0.190
H -4.411 -1.179 -1.927
H -6.638 -2.515 -1.917
H -5.992 -3.357 -0.486
H -6.259 -1.595 -0.469
H -4.572 -4.127 -2.672
H -3.225 -3.090 -3.153
H -4.852 -2.703 -3.723
C 5.439 6.024 -1.151
C 5.995 4.851 -0.828
C 5.201 3.560 -0.752
O 5.869 2.575 -0.476
C 3.784 3.590 -1.007
C 3.226 4.770 -1.328
C 4.017 6.053 -1.434
O 3.417 7.061 -1.764
O 1.942 4.912 -1.596
O 7.283 4.673 -0.551
H 5.998 6.947 -1.215
H 3.198 2.680 -0.938
H 1.763 5.847 -1.812
H 7.354 3.711 -0.365
C -0.883 4.703 -3.059
C -1.242 3.771 -3.961
C -2.398 3.976 -4.917
O -2.631 3.085 -5.715
C -3.155 5.213 -4.845
C -2.788 6.135 -3.947
C -1.615 5.937 -3.011
O -1.377 6.882 -2.271
O -3.386 7.311 -3.781
O -0.630 2.615 -4.084
H -0.066 4.546 -2.368
H -3.987 5.348 -5.522
H -2.880 7.741 -3.058
H -1.099 2.102 -4.767
*
```

Results
E_LUMO: 2.49 eV
HOMO energy: -1.0 eV
Kohn-Sham gap: 3.5 eV

=====

Computed, not measured: a structure of composition C32H50As2Cl3N3PtSSi3 in a non-equilibrium geometry, with ωB97M-V/def2-TZVPD.

Geometry as ORCA input:
```
! wB97M-V def2-TZVPD RIJCOSX def2/J DEFGRID3
* xyz 3 6
Pt -1.402 -0.810 0.986
N -1.835 -1.710 2.889
C -3.054 -2.517 2.751
C -4.133 -1.686 2.001
N -3.561 -1.201 0.727
H -1.084 -2.352 3.119
H -1.862 -1.031 3.607
H -3.448 -2.772 3.741
H -2.749 -3.402 2.161
H -4.347 -0.784 2.572
H -5.090 -2.257 1.872
H -3.998 -0.344 0.429
H -3.722 -1.838 -0.026
C 4.556 1.592 1.247
C 3.250 1.976 1.130
C 2.261 1.048 1.026
C 2.546 -0.317 0.947
C 3.865 -0.717 1.045
C 4.819 0.245 1.225
As 0.995 -1.314 0.483
C 1.247 -1.883 -1.330
C 0.128 -1.911 -2.191
C 0.224 -2.420 -3.464
C 1.414 -2.923 -3.931
C 2.618 -2.780 -3.201
C 2.470 -2.326 -1.871
C 1.336 -3.095 1.292
C 2.046 -3.225 2.439
C 2.281 -4.501 3.022
C 1.833 -5.646 2.359
C 1.206 -5.541 1.152
C 0.950 -4.269 0.508
H 5.354 2.323 1.366
H 2.936 3.017 1.242
H 1.218 1.385 0.998
H 4.135 -1.751 1.068
H 5.798 -0.172 1.544
H -0.848 -1.587 -1.831
H -0.616 -2.500 -4.078
H 1.398 -3.528 -4.937
H 3.511 -3.117 -3.635
H 3.334 -2.292 -1.223
H 2.413 -2.328 2.921
H 2.827 -4.707 3.940
H 1.864 -6.630 2.775
H 1.092 -6.424 0.604
H 1.426 -4.279 -0.471
C -2.185 4.288 -0.484
Si -3.265 3.163 0.454
C -4.313 3.905 1.837
C -4.013 1.996 -0.721
As -1.729 1.641 1.621
Si 1.619 2.634 -5.158
C 3.314 1.907 -5.403
C 0.959 3.229 -6.755
C 0.436 1.714 -3.963
Si -0.786 2.581 3.576
C 0.009 3.959 2.741
C 0.472 1.520 4.498
C -2.243 2.871 4.707
H -2.768 4.827 -1.246
H -1.426 3.682 -1.017
H -1.667 4.998 0.168
H -5.271 4.191 1.369
H -3.823 4.856 2.026
H -4.452 3.242 2.669
H -4.765 1.242 -0.410
H -3.163 1.417 -1.043
H -4.337 2.550 -1.657
H 3.877 2.720 -5.884
H 3.578 1.109 -6.077
H 3.766 1.899 -4.391
H -0.076 3.651 -6.629
H 1.002 2.460 -7.491
H 1.641 3.967 -7.114
H 1.020 1.389 -3.046
H 0.018 0.949 -4.613
H -0.424 2.376 -3.685
H -0.749 4.713 2.513
H 0.499 3.686 1.832
H 0.689 4.450 3.468
H 0.126 0.568 4.868
H 0.737 2.146 5.372
H 1.293 1.439 3.838
H -2.565 1.914 5.102
H -3.026 3.300 4.072
H -2.043 3.641 5.501
Cl -1.167 -6.773 -0.110
C -0.898 -5.316 -1.121
Cl -2.306 -5.007 -2.086
Cl 0.488 -5.494 -2.190
C -0.482 -4.165 -0.112
N -1.338 -3.329 0.218
S 2.354 6.035 -4.449
C 1.788 4.558 -4.593
*
```

Results
E_LUMO (spin up / spin down): -9.37 / -9.37 eV
HOMO energy (spin up / spin down): -13.4 / -15.9 eV
Kohn-Sham gap (spin up / spin down): 4.1 / 6.5 eV

=====

Number 1: E_tot -90311.791 eV. Number 2: E_tot -235395.927 eV.